Density functional theory data (ωB97M-V/def2-TZVPD) for a single C4H3NOS2 molecule in a non-equilibrium geometry.

As for the HOMO energy: -9.1 eV. The energy above the lowest of the compared OMol25 structures with the same formula, charge and spin comes out at 414.1 kJ/mol. Its structure (SMILES) is C#CC(=O)NSC=S. The total energy is -1080.4315 Eh. As for the spin multiplicity: 1.

Each line ends with the Löwdin charge.
CARTESIAN COORDINATES (ANGSTROEM)
O 2.238 -0.437 -0.974  0.064
H -1.017 -0.100 -1.240  0.081
S -1.250 -1.452 0.831  0.870
S -3.330 0.519 -0.397  0.539
C 1.220 -0.300 -0.270  -0.502
C -1.834 -0.266 -0.335  -1.064
N 0.433 -1.527 0.087  -0.230
H 0.491 -2.272 -0.548  0.049
H 1.300 2.805 1.727  0.113
C 0.842 1.003 0.198  -0.081
C 0.907 2.028 0.920  0.161